1.
C41H94NO31 | the ωB97M-V functional and the def2-TZVPD basis

Element x y z (Å)
C1 -1.742398 0.567756 0.516559
C2 -0.219088 0.615700 0.557613
C3 0.365101 -0.444723 1.472507
C4 0.305023 -1.935725 1.010779
C5 1.181799 -2.029238 -0.235956
C6 0.665707 -1.087087 -1.376048
N1 0.343916 0.356993 -0.856000
O1 0.135798 1.285952 -1.825358
C7 -0.582641 -1.759336 -1.994062
C8 1.810334 -0.988410 -2.388041
C9 0.292430 2.042655 1.010940
H1 -2.252607 -0.358212 0.251297
H2 -2.109191 1.166838 -0.316902
H3 -2.212709 0.948018 1.423364
H4 -0.157821 -0.410352 2.428266
H5 1.422802 -0.353272 1.719520
H6 -0.763330 -2.083047 0.852608
H7 0.723917 -2.534444 1.819595
H8 1.168059 -3.082533 -0.516098
H9 2.242067 -1.874669 -0.035854
H10 -0.322901 -2.791841 -2.227643
H11 -1.052112 -1.302217 -2.865122
H12 -1.461230 -1.768564 -1.349019
H13 1.571387 -0.447026 -3.303421
H14 2.208234 -1.937738 -2.746579
H15 2.665538 -0.453301 -1.975253
H16 1.312972 2.238527 0.681972
H17 0.324861 2.107920 2.098498
H18 -0.459277 2.783989 0.739931
C10 -3.225561 5.483303 1.618095
C11 -4.240268 5.868896 0.572682
O2 -4.829991 4.628972 0.295221
C12 -4.017816 3.589141 0.740614
O3 -4.257684 2.361146 0.614223
O4 -2.940460 4.116509 1.408334
H19 -3.597057 5.557339 2.640161
H20 -2.318325 6.084658 1.676442
H21 -3.845136 6.371457 -0.310163
H22 -4.925152 6.514740 1.122143
C13 -0.556943 4.496494 -6.990401
C14 -1.520967 3.402267 -7.409011
O5 -1.337329 2.470567 -6.365458
C15 -0.223329 2.756255 -5.599207
O6 0.164911 2.112959 -4.637867
O7 0.260776 3.931603 -5.970595
H23 -1.119226 5.387650 -6.711515
H24 0.025414 4.905908 -7.815841
H25 -1.318530 2.903140 -8.356640
H26 -2.569859 3.697169 -7.439943
C16 3.828188 2.116320 -5.095430
C17 3.595659 0.683444 -5.617682
O8 4.011102 -0.167315 -4.519939
C18 4.560205 0.531357 -3.554137
O9 5.023057 0.110567 -2.490626
O10 4.448845 1.874105 -3.785747
H27 2.856402 2.566184 -4.892077
H28 4.303206 2.805810 -5.793339
H29 4.268578 0.464526 -6.446744
H30 2.546866 0.428027 -5.769014
C19 2.868070 -0.493379 5.966166
C20 2.671438 -0.012907 4.498743
O11 3.271489 -1.120873 3.859493
C21 3.096040 -2.221108 4.578825
O12 3.114815 -3.361886 4.121629
O13 2.933228 -1.897879 5.834182
H31 2.046754 -0.195085 6.617743
H32 3.823499 -0.164198 6.374683
H33 3.188133 0.921588 4.280002
H34 1.620843 0.061667 4.218059
C22 -3.078322 3.090153 4.332197
C23 -3.490757 2.480638 5.707445
O14 -2.741243 1.312085 5.859295
C24 -1.964757 1.134082 4.802476
O15 -1.234963 0.147082 4.611278
O16 -2.070974 2.162919 3.980523
H35 -2.765082 4.131684 4.404234
H36 -3.895442 3.147558 3.613091
H37 -4.566086 2.302869 5.720939
H38 -3.139025 3.234828 6.411411
C25 5.293320 3.401159 0.008940
C26 6.277401 2.320904 0.588040
O17 5.319983 1.430796 1.099965
C27 4.175139 1.467006 0.494606
O18 3.324089 0.566465 0.466037
O19 4.078166 2.587420 -0.205181
H39 5.803219 3.731997 -0.895859
H40 5.204706 4.210888 0.733224
H41 6.773187 2.733039 1.466921
H42 7.058658 1.866838 -0.021507
O20 -1.716684 -3.183723 -4.690067
H43 -2.476093 -3.656163 -5.031146
H44 -1.828247 -2.288068 -5.008797
O21 -3.749304 -0.639221 -3.880708
H45 -3.950619 0.240123 -4.200785
H46 -3.827887 -0.572072 -2.929107
O22 0.347143 -4.990561 -4.127202
H47 -0.004556 -5.776236 -4.545825
H48 -0.424524 -4.464368 -3.917708
O23 -1.794615 -0.645716 -5.461233
H49 -2.654201 -0.670152 -5.040810
H50 -1.655334 0.278185 -5.669169
O24 -4.604938 0.094079 -1.536081
H51 -5.259422 0.770280 -1.361040
H52 -4.421978 -0.290449 -0.678813
C28 1.926210 -1.709625 -7.521906
C29 1.234295 -2.216496 -6.223967
O25 1.792528 -3.391806 -5.703875
H53 1.595774 -0.707640 -7.795648
H54 1.780936 -2.279431 -8.439686
H55 2.966685 -1.546318 -7.241111
H56 0.164157 -2.372982 -6.359675
H57 1.193566 -1.396881 -5.506564
H58 1.174683 -3.792192 -5.087780
C30 -5.055536 -5.148250 2.631394
C31 -3.577206 -5.223371 2.347311
O26 -3.008687 -4.053179 1.730638
H59 -5.428086 -6.098151 3.014783
H60 -5.571564 -5.055296 1.675789
H61 -5.195039 -4.269342 3.260801
H62 -3.325649 -6.092818 1.739956
H63 -3.125777 -5.386963 3.325850
H64 -2.057571 -4.172860 1.679074
C32 -4.649547 -0.838461 2.877268
C33 -5.214269 -1.200207 1.439243
O27 -4.190191 -1.761892 0.704516
H65 -4.339534 -1.707931 3.456935
H66 -5.453602 -0.379390 3.452462
H67 -3.920988 -0.029774 2.819588
H68 -5.510314 -0.296467 0.906585
H69 -6.069484 -1.873685 1.383255
H70 -3.823380 -2.562621 1.086453
C34 2.629931 -5.723187 -1.761584
C35 2.462527 -6.556688 -0.519217
O28 1.191521 -6.282378 0.036639
H71 1.960811 -6.096297 -2.536939
H72 3.659763 -5.812502 -2.107379
H73 2.410840 -4.659621 -1.667148
H74 3.271686 -6.260921 0.148526
H75 2.503955 -7.633817 -0.680954
H76 0.534390 -6.893163 -0.305007
C36 0.001865 -6.091233 3.669751
C37 0.138546 -4.765131 2.963779
O29 -0.413937 -4.823758 1.650448
H77 -1.017591 -6.447976 3.523002
H78 0.323212 -6.047805 4.710401
H79 0.685140 -6.779646 3.172420
H80 1.195108 -4.553318 2.799776
H81 -0.263382 -3.932541 3.541155
H82 0.040253 -5.468451 1.103009
C38 1.992141 5.306480 1.823250
C39 2.290081 6.826013 1.934188
O30 1.639423 7.248982 3.159234
H83 0.970038 4.988994 2.029676
H84 2.615104 4.686519 2.467974
H85 2.243787 5.041115 0.796431
H86 1.976279 7.325058 1.017357
H87 3.362496 7.018787 1.963660
H88 1.677479 8.202604 3.262908
C40 1.177950 3.073639 4.836712
C41 1.138763 2.758440 6.300424
O31 2.398660 2.362730 6.711203
H89 1.168520 2.105753 4.335517
H90 1.961394 3.678078 4.379586
H91 0.224611 3.529311 4.569092
H92 0.546318 1.855823 6.450034
H93 0.571637 3.558829 6.775638
H94 2.989788 3.117208 6.657006

Atoms 1-3, force components in eV/Å:
-0.62 0.37 -0.81
1.31 0.17 -1.01
0.45 -1.51 1.04

Summary:
Frontier orbital gap (spin up / spin down): 0.2389 / 0.2802 Eh
Spin multiplicity: 2
Lowest unoccupied orbital energy (spin up / spin down): 0.00 / 0.00 eV
E_HOMO (spin up / spin down): -6.504 / -7.629 eV

=====

2.
C41H99F6N5O15 | the ωB97M-V functional and the def2-TZVPD basis

Element x y z (Å)
C1 -3.517188 2.360690 -5.506146
O1 -2.664426 3.517371 -5.244966
O2 -3.890477 2.338438 -6.673420
C2 -2.828939 1.080086 -5.011043
F1 -1.638607 0.889315 -5.693696
F2 -2.459172 1.147964 -3.691966
F3 -3.550068 -0.055975 -5.171066
C3 -2.308243 3.853888 -3.950307
C4 -1.454746 5.119859 -4.043539
H1 -0.753115 5.090597 -4.870245
H2 -2.129664 5.956959 -4.262637
H3 -1.048419 5.383636 -3.062682
H4 -1.693837 3.141220 -3.371612
H5 -3.178834 4.069009 -3.304625
H6 -4.385941 2.423117 -4.750881
C5 1.363585 -7.641183 2.706616
O3 0.716125 -6.567751 1.955688
O4 2.361426 -7.268708 3.398238
C6 0.205282 -8.185689 3.540217
F4 0.651926 -8.976654 4.502809
F5 -0.516404 -7.181754 4.158046
F6 -0.674218 -8.873967 2.787944
C7 1.392600 -6.082060 0.860480
C8 0.625871 -4.857801 0.373948
H7 0.371068 -4.198686 1.218459
H8 1.185416 -4.257611 -0.346224
H9 -0.358174 -5.132749 -0.014425
H10 1.390260 -6.789965 0.016670
H11 2.433935 -5.850612 1.109692
H12 1.561415 -8.441172 1.960315
C9 -0.621975 -0.567618 0.758261
C10 -0.038731 0.717155 0.130022
C11 -0.890694 1.064523 -1.084904
O5 0.188039 1.782116 0.968328
H13 0.100953 -1.016423 1.451912
H14 -0.801987 -1.326797 -0.006036
H15 -1.525491 -0.390915 1.356810
H16 0.911548 0.292364 -0.302767
H17 -1.971734 1.153661 -0.933098
H18 -0.768282 0.294566 -1.860651
H19 -0.580504 1.975436 -1.610412
C12 1.798280 1.727728 -9.857252
O6 2.599752 1.036695 -8.906123
C13 2.131227 -0.233455 -8.566296
C14 2.937149 -0.732198 -7.431152
N1 3.018220 0.277952 -6.339057
H20 3.561461 -0.151000 -5.586003
H21 3.543802 1.109629 -6.638816
C15 1.677160 0.679319 -5.747891
C16 1.809040 1.931620 -4.924515
O7 2.782168 1.893221 -3.912554
C17 2.526688 0.994020 -2.857849
H22 1.961534 1.393947 -10.886967
H23 2.119482 2.769993 -9.828665
H24 0.722151 1.734615 -9.648324
H25 2.073008 -0.971220 -9.377062
H26 1.074860 -0.139797 -8.255463
H27 3.966056 -1.013145 -7.645604
H28 2.447491 -1.621487 -7.031065
H29 1.416099 -0.219427 -5.188565
H30 0.962176 0.796347 -6.553597
H31 0.799605 2.118239 -4.517166
H32 1.995445 2.812277 -5.540564
H33 2.599178 -0.056470 -3.189638
H34 1.552637 1.142263 -2.385713
H35 3.312882 1.077793 -2.109568
C18 0.935142 0.270087 4.595034
O8 2.309621 0.377534 4.221157
C19 2.655250 -0.253639 3.033981
C20 3.427674 0.625282 2.086292
N2 2.738440 1.972960 1.946577
H36 1.762519 1.781855 1.549181
H37 2.614212 2.363577 2.890378
C21 3.428609 2.882706 1.023087
C22 4.283492 3.859598 1.806573
O9 3.596505 4.267982 2.958185
C23 4.362613 5.174552 3.731127
H38 0.718285 1.112322 5.257773
H39 0.765848 -0.622564 5.213449
H40 0.222283 0.263831 3.766104
H41 1.773248 -0.477046 2.415193
H42 3.176303 -1.178136 3.269996
H43 3.563206 0.234224 1.081851
H44 4.416299 0.970493 2.419276
H45 2.646213 3.366132 0.434535
H46 3.999754 2.301582 0.302764
H47 4.601899 4.721228 1.212766
H48 5.210028 3.355777 2.127132
H49 5.441010 5.076309 3.594494
H50 4.199574 4.978798 4.795363
H51 4.034528 6.202723 3.563535
C24 -2.768325 2.517459 6.395935
O10 -2.364815 2.512458 5.038994
C25 -3.246516 3.202638 4.210191
C26 -2.911214 2.859909 2.791527
N3 -1.534884 3.359170 2.525287
H52 -1.020795 3.088113 3.388369
H53 -0.982178 2.903678 1.742468
C27 -1.291704 4.836082 2.535458
C28 0.113242 5.142136 2.993443
O11 0.177540 4.861193 4.378488
C29 1.384721 5.331873 4.968800
H54 -1.953014 2.042179 6.932990
H55 -3.750523 2.065190 6.522427
H56 -2.800051 3.543445 6.786048
H57 -3.150378 4.290262 4.360878
H58 -4.305160 3.037505 4.449134
H59 -3.599087 3.346023 2.101017
H60 -2.820995 1.800244 2.562368
H61 -1.954448 5.302950 3.258833
H62 -1.435086 5.202923 1.521678
H63 0.318278 6.199925 2.785951
H64 0.844808 4.504452 2.466704
H65 1.331492 6.426725 4.992258
H66 2.268330 5.025898 4.406070
H67 1.406332 4.964974 5.988626
C30 3.768077 -3.267069 0.410337
O12 3.440664 -3.273667 1.779706
C31 4.169673 -4.238325 2.518500
C32 3.553792 -4.283696 3.896424
N4 2.112174 -4.395497 3.664276
H68 1.788001 -3.698785 2.988486
H69 1.981842 -5.365354 3.255478
C33 1.293343 -4.404836 4.899351
C34 -0.157408 -4.243918 4.520808
O13 -0.313931 -3.224670 3.561683
C35 -1.663537 -3.070204 3.187854
H70 3.016874 -2.633960 -0.072238
H71 3.633001 -4.248975 -0.058359
H72 4.767605 -2.887383 0.185410
H73 5.228612 -3.981429 2.650609
H74 4.114045 -5.260736 2.127127
H75 3.795686 -3.366979 4.432832
H76 3.876646 -5.156918 4.453378
H77 1.685991 -3.618464 5.542564
H78 1.459883 -5.377952 5.362221
H79 -0.604575 -3.922211 5.486654
H80 -0.657135 -5.180994 4.289196
H81 -2.256315 -2.579729 3.958665
H82 -2.163598 -4.007673 2.914517
H83 -1.682076 -2.424937 2.305311
C36 -5.256985 2.363825 -0.759425
O14 -5.711372 1.032858 -0.991130
C37 -5.053422 0.468820 -2.122208
C38 -5.723908 -0.797885 -2.572511
N5 -5.887475 -1.716245 -1.402777
H84 -6.551943 -1.287009 -0.748769
H85 -6.335034 -2.567052 -1.761335
C39 -4.669614 -2.068371 -0.661658
C40 -3.702514 -2.831502 -1.514698
O15 -3.116147 -1.946794 -2.427379
C41 -1.887266 -2.441229 -2.964717
H86 -5.753605 2.715081 0.154982
H87 -5.614715 3.045634 -1.535905
H88 -4.183089 2.420308 -0.547907
H89 -3.992011 0.364268 -1.888171
H90 -5.151547 1.200589 -2.936935
H91 -5.116637 -1.218677 -3.367130
H92 -6.737707 -0.572326 -2.897506
H93 -4.959188 -2.658867 0.209202
H94 -4.239940 -1.162046 -0.241501
H95 -4.249080 -3.623097 -2.058836
H96 -2.984241 -3.347340 -0.867719
H97 -2.105227 -3.259628 -3.654097
H98 -1.203912 -2.729682 -2.160752
H99 -1.436007 -1.610182 -3.503289

Atoms 1-3, force components in eV/Å:
-1.56 0.31 2.05
0.85 -0.43 0.42
-0.48 -0.64 -2.97

Summary:
Frontier orbital gap: 0.1962 Eh
Net charge: +2
Energy relative to the best compared isomer or geometry (same formula, charge and spin): 18.6 kcal/mol
Lowest unoccupied orbital energy: -4.19 eV
E_HOMO: -9.530 eV